C27H28N4O2 | ωB97M-V/def2-TZVPD

Its molecular weight is 440.55 g/mol. The calculation puts the energy above the lowest of the compared OMol25 structures with the same formula, charge and spin at 0.4207 eV. As for the gap between HOMO and LUMO: 8.1 eV. The value obtained for the calculated total energy is -1415.1837 a.u. Its structure (SMILES) is Cc1cccc(N2CCN(Cc3nc(-c4cccc(Oc5ccccc5)c4)oc3C)CC2)n1. The calculation puts the LUMO energy at 0.55 eV.

```
61
C27H28N4O2 (ωB97M-V/def2-TZVPD)
O 0.77 2.00 0.07
O 4.32 -1.69 -0.02
N -3.71 1.98 -0.33
N -4.50 -0.68 0.36
N -0.92 1.19 -1.10
N -2.53 -1.50 1.27
C -3.40 1.42 0.98
C -0.24 2.91 0.13
C -1.29 2.41 -0.60
C 2.50 -2.57 -1.22
C 2.35 -0.33 -0.37
C 5.21 -0.65 0.07
C -2.34 -3.47 -0.64
C 0.50 -1.29 -1.58
C -4.94 -0.07 -0.88
C -3.90 0.94 -1.34
C 1.06 -0.22 -0.89
C -4.42 0.35 1.38
C -1.36 -3.35 0.34
C -0.02 4.16 0.88
C 7.09 0.30 1.22
C 6.24 1.35 -0.75
C 5.27 0.37 -0.87
C 3.07 -1.50 -0.55
C 0.29 0.98 -0.68
C -3.45 -1.58 0.31
C 6.12 -0.69 1.11
C -2.69 2.94 -0.73
C 1.21 -2.46 -1.73
C -1.51 -2.34 1.29
C 7.14 1.32 0.29
C -3.39 -2.58 -0.67
C -0.49 -2.14 2.37
H -0.81 -1.33 3.02
H -2.27 -4.25 -1.38
H 4.57 0.38 -1.70
H 3.07 -3.48 -1.34
H 6.07 -1.50 1.83
H -5.42 0.79 1.49
H 7.80 0.26 2.03
H -5.09 -0.83 -1.65
H -0.51 -4.01 0.38
H 6.28 2.14 -1.49
H -5.90 0.42 -0.68
H -3.42 2.24 1.71
H -4.16 -2.67 -1.42
H -0.98 4.61 1.14
H 2.78 0.50 0.18
H -4.11 -0.11 2.32
H 0.55 4.88 0.29
H -0.37 -3.05 2.95
H -2.96 0.41 -1.56
H -2.41 0.94 1.01
H -0.50 -1.19 -1.97
H -2.88 3.22 -1.77
H -4.25 1.44 -2.26
H 0.53 3.96 1.80
H 0.78 -3.30 -2.26
H -2.79 3.83 -0.10
H 7.89 2.09 0.38
H 0.47 -1.89 1.92
```